This record from the Open Molecules 2025 dataset describes 8 unconnected molecules or ions with the total composition CH18N2O8 at a distorted geometry. The level of theory is ωB97M-V with the def2-TZVPD basis set.

Each line ends with the Löwdin charge.
Atoms and positions in Å:
O: -8.871 -0.865 -6.047  -0.072
H: -9.766 -1.073 -5.772  0.009
H: -8.411 -0.708 -5.193  -0.022
O: -7.277 -0.403 -3.871  -0.078
H: -7.638 0.370 -3.405  0.062
H: -6.856 0.091 -4.601  0.055
O: -7.923 1.810 -5.254  -0.081
H: -8.575 1.344 -5.792  0.017
H: -8.324 2.643 -4.941  0.012
O: -10.516 -2.710 -4.089  -0.063
H: -11.081 -3.395 -3.728  0.056
H: -9.583 -3.022 -4.117  0.020
O: -10.764 -0.012 -3.780  -0.082
H: -10.778 -0.964 -3.555  0.019
H: -11.053 0.445 -2.963  0.075
O: -7.845 -3.315 -3.754  -0.038
H: -7.271 -3.346 -4.531  0.071
H: -7.542 -2.544 -3.294  0.019
O: -13.251 -0.169 -5.408  -0.065
H: -13.883 0.407 -4.981  0.023
H: -12.419 0.102 -4.968  -0.012
C: -10.617 3.748 -5.890  -0.607
O: -9.515 3.876 -5.346  0.021
N: -11.271 2.522 -6.015  0.160
N: -11.414 4.724 -6.383  0.149
H: -12.253 2.563 -6.182  0.075
H: -11.073 1.750 -5.385  0.067
H: -12.357 4.491 -6.622  0.093
H: -10.916 5.413 -6.931  0.116

Its energy above the lowest of the compared OMol25 structures with the same formula, charge and spin is 0.875 eV. As for the HOMO energy: -0.383 Ha. For the electronic energy, the calculation gives -760.37930 a.u. The orbital gap comes out at 10.62 eV. As for the spin multiplicity: 1.